A) Entry from the OMol25 dataset: a cluster of 2 separate species, BrH3P2 in total (the ωB97M-V functional and the def2-TZVPD basis).

Results
- Highest occupied orbital energy: -9.37 eV

Structure (ORCA input):
```
! wB97M-V def2-TZVPD RIJCOSX def2/J DEFGRID3
* xyz 0 1
P 0.823 0.727 -0.547
P -0.968 0.516 -1.412
Br -0.410 -1.603 1.880
H 0.652 -0.604 1.716
H 1.365 -0.556 -0.900
H -1.462 1.521 -0.736
*
```


B) Entry from the OMol25 dataset: the molecule BrH3P2 (the ωB97M-V functional and the def2-TZVPD basis).

Results
- Highest occupied orbital energy: -9.37 eV
- Structure (SMILES): [PH2]#[PH]Br

Structure (ORCA input):
```
! wB97M-V def2-TZVPD RIJCOSX def2/J DEFGRID3
* xyz 0 1
P -0.077 0.816 0.078
P 1.060 -1.017 -0.029
Br 3.582 0.108 0.027
H 0.338 1.051 -1.225
H -1.409 0.535 -0.246
H 1.306 -1.323 1.459
*
```


Relative energy table, unit kJ/mol: A) 13.4; B) 0.0


A) Entry from the OMol25 dataset: the molecule C2H4N2S (the ωB97M-V functional and the def2-TZVPD basis).

Results
- Highest occupied orbital energy (alpha / beta): -6.49 / -9.65 eV

Structure (ORCA input):
```
! wB97M-V def2-TZVPD RIJCOSX def2/J DEFGRID3
* xyz 0 3
C -0.180 -1.037 0.035
C -1.136 0.128 0.044
N 1.077 -0.824 -0.001
N -0.623 1.430 -0.011
S -2.803 -0.210 -0.033
H -0.750 -2.052 -0.034
H 1.678 -1.626 0.068
H 0.377 1.680 -0.018
H -1.248 2.140 0.060
*
```


B) Entry from the OMol25 dataset: a cluster of 2 separate species, C2H4N2S in total (the ωB97M-V functional and the def2-TZVPD basis).

Results
- Highest occupied orbital energy (alpha / beta): -5.33 / -9.84 eV

Structure (ORCA input):
```
! wB97M-V def2-TZVPD RIJCOSX def2/J DEFGRID3
* xyz 0 3
C -2.825 0.243 -0.461
C 0.402 -0.687 0.357
N -2.780 0.874 -1.498
N -0.284 -0.037 -0.492
S -3.339 -0.310 0.864
H 0.148 -0.451 1.386
H 1.192 -1.414 0.157
H -2.105 0.753 -2.202
H -0.086 -0.453 -1.426
*
```


C) Entry from the OMol25 dataset: a structure of composition C2H4N2S (the ωB97M-V functional and the def2-TZVPD basis).

Results
- Highest occupied orbital energy (alpha / beta): -6.85 / -8.81 eV

Structure (ORCA input):
```
! wB97M-V def2-TZVPD RIJCOSX def2/J DEFGRID3
* xyz 0 3
C 0.283 -1.129 -0.079
C 0.507 0.339 -0.244
N -0.860 -1.573 0.168
N -0.615 1.087 0.314
S -2.042 0.382 -0.085
H 1.211 -1.613 -0.077
H 1.419 0.613 0.282
H 0.524 0.323 -1.413
H -0.427 1.572 1.133
*
```


Relative energy table, unit kJ/mol: A) 0.0; B) 252.7; C) 138.2


A) Entry from the OMol25 dataset: a cluster of 5 separate species, C2H13NO4 in total (the ωB97M-V functional and the def2-TZVPD basis).

Results
- Highest occupied orbital energy: -10.10 eV
- Structure (SMILES): C=NC.O.O.O.O

Structure (ORCA input):
```
! wB97M-V def2-TZVPD RIJCOSX def2/J DEFGRID3
* xyz 0 1
C 1.244 1.890 1.807
N 0.351 0.932 1.520
C -0.992 1.027 2.192
H 2.416 1.770 1.748
H 0.845 2.699 2.334
H -1.182 0.106 2.864
H -0.898 1.941 2.979
H -1.763 1.085 1.448
O -0.176 -4.095 -2.882
H -0.770 -3.326 -2.823
H -0.124 -4.468 -1.944
O -1.320 -1.804 -0.724
H -0.649 -2.117 -0.137
H -2.113 -2.133 -0.289
O 0.928 3.696 -3.804
H 1.134 4.666 -3.941
H 0.348 3.397 -4.557
O 0.689 -1.906 1.534
H 0.527 -0.990 1.266
H 1.504 -2.370 1.408
*
```


B) Entry from the OMol25 dataset: a cluster of 5 separate species, C2H13NO4 in total (the ωB97M-V functional and the def2-TZVPD basis).

Results
- Highest occupied orbital energy: -10.07 eV
- Structure (SMILES): C=NC.O.O.O.O

Structure (ORCA input):
```
! wB97M-V def2-TZVPD RIJCOSX def2/J DEFGRID3
* xyz 0 1
C 1.277 1.631 0.027
N 0.165 1.598 0.673
C -1.038 1.283 -0.188
H 2.286 1.919 0.451
H 1.290 1.176 -0.999
H -1.916 1.553 0.422
H -1.055 1.894 -1.104
H -1.057 0.238 -0.488
O 0.168 -1.989 -1.441
H 0.089 -2.930 -1.485
H 0.118 -1.867 -0.506
O -0.509 -2.066 1.303
H -0.326 -1.257 1.747
H -1.206 -2.405 1.784
O 0.318 0.453 -3.036
H -0.234 0.322 -3.902
H 0.455 -0.466 -2.658
O -0.151 0.091 2.885
H -0.265 0.612 2.039
H 0.619 0.633 3.266
*
```


C) Entry from the OMol25 dataset: a cluster of 4 separate species, C2H13NO4 in total (the ωB97M-V functional and the def2-TZVPD basis).

Results
- Highest occupied orbital energy: -8.48 eV
- Structure (SMILES): CNCO.O.O.O

Structure (ORCA input):
```
! wB97M-V def2-TZVPD RIJCOSX def2/J DEFGRID3
* xyz 0 1
C -0.004 -1.246 -1.120
N -1.355 -0.574 -1.457
C -2.430 -0.903 -0.394
O -2.669 -2.160 -0.179
H -0.230 -2.265 -1.406
H 0.277 -1.307 -0.079
H 0.865 -0.801 -1.763
H -1.603 -0.475 -2.409
H -2.259 -0.509 0.659
H -3.369 -0.571 -0.834
H -1.991 -2.934 -0.193
O 2.012 2.218 1.399
H 2.653 2.703 0.720
H 1.783 1.396 0.973
O 2.933 -0.052 -0.098
H 2.975 -0.261 -0.994
H 3.771 0.207 0.465
O -0.425 2.133 2.161
H -0.736 2.603 2.922
H -0.199 2.798 1.628
*
```


D) Entry from the OMol25 dataset: a cluster of 4 separate species, C2H13NO4 in total (the ωB97M-V functional and the def2-TZVPD basis).

Results
- Highest occupied orbital energy: -8.84 eV
- Structure (SMILES): CNCO.O.O.O

Structure (ORCA input):
```
! wB97M-V def2-TZVPD RIJCOSX def2/J DEFGRID3
* xyz 0 1
C -0.099 -1.278 -1.160
N -1.407 -0.631 -1.403
C -2.435 -0.873 -0.384
O -2.714 -2.342 -0.253
H -0.015 -2.443 -1.549
H 0.154 -1.019 -0.127
H 0.637 -0.801 -1.890
H -1.695 -0.741 -2.355
H -2.012 -0.435 0.511
H -3.409 -0.516 -0.594
H -1.896 -2.834 -0.143
O 2.024 2.226 1.478
H 2.739 2.670 0.933
H 1.754 1.438 1.030
O 2.885 -0.137 0.048
H 3.012 -0.112 -0.953
H 3.781 0.347 0.219
O -0.427 2.186 2.143
H -1.055 2.601 2.712
H 0.176 2.695 1.735
*
```


Relative energy table, unit kJ/mol: A) 98.6; B) 0.0; C) 197.6; D) 65.3